a | Here is 10 unconnected molecules or ions with the total composition C4H26O9 from OMol25. Energies are from ωB97M-V/def2-TZVPD.

The gap between HOMO and LUMO is 0.35875 Eh. As for the SMILES: C/C=C/C.O.O.O.O.O.O.O.O.O. The calculation puts the LUMO energy at -0.1 eV.

```
! wB97M-V def2-TZVPD RIJCOSX def2/J DEFGRID3
* xyz 0 1
C -0.6067 -1.7048 -3.5741
C -0.8144 -1.3897 -2.1196
C 0.1744 -1.0607 -1.2982
C -0.2176 -0.5717 0.0757
H 0.3802 -1.4309 -3.9693
H -0.6210 -2.7475 -3.9051
H -1.3054 -1.0683 -4.1214
H -1.8563 -1.4408 -1.8499
H 1.1964 -1.3396 -1.5117
H 0.4918 0.1350 0.4945
H -0.4053 -1.4639 0.6882
H -1.1832 -0.0916 0.2410
O 2.9813 -3.2939 2.1162
H 3.4351 -2.9948 1.3307
H 2.0428 -3.2597 1.9108
O -1.8322 -1.7198 3.2716
H -1.6081 -1.4451 2.3803
H -1.4061 -1.0732 3.8441
O 0.1943 0.5602 3.1174
H 0.9533 -0.0297 3.0632
H 0.2357 1.1254 2.3420
O 2.2805 2.3865 -1.4576
H 2.1025 2.6397 -0.5509
H 1.5490 2.4357 -2.0721
O 4.0152 0.3695 -2.1398
H 3.3886 -0.2886 -1.8301
H 3.4903 1.1542 -1.9191
O -3.2117 1.8774 0.5360
H -4.1234 1.6953 0.2599
H -2.8733 0.9874 0.3498
O -2.3896 -3.3431 -0.7758
H -2.9749 -4.0726 -0.9564
H -1.4402 -3.3577 -0.8068
O 0.5922 3.3855 2.2204
H 0.2657 4.2852 2.1346
H 1.5255 3.4948 2.4330
O -1.4003 3.6701 -1.0966
H -0.9395 3.3923 -1.8907
H -1.8723 2.9026 -0.7591
*
```

Atomic partial charges in e from the natural (NBO) method, atoms 1 to 2: C -0.66; C -0.18

***

b | Here is 9 unconnected molecules or ions with the total composition C4H26O9 from OMol25. Energies are from ωB97M-V/def2-TZVPD.

The gap between HOMO and LUMO is 0.34446 Eh. As for the SMILES: CCO.CCO.O.O.O.O.O.O.O. The calculation puts the LUMO energy at -0.2 eV.

```
! wB97M-V def2-TZVPD RIJCOSX def2/J DEFGRID3
* xyz 0 1
C -0.3929 -0.6132 -2.5414
C 0.6176 -1.7733 -2.7154
O 1.9522 -1.3883 -2.4283
H -0.3006 -0.2442 -1.5199
H -1.4271 -0.9224 -2.6928
H -0.2172 0.2519 -3.1808
H 0.5157 -2.2130 -3.7075
H 0.3049 -2.6429 -2.1374
H 2.5134 -2.1654 -2.3761
C 3.2229 -1.8838 0.7825
C 1.9539 -2.4687 1.3270
O 1.3059 -1.3749 1.9418
H 3.9249 -2.6421 0.4357
H 3.8286 -1.2935 1.4701
H 2.9811 -1.1681 -0.0032
H 2.3599 -3.1430 2.0811
H 1.3318 -3.0462 0.6432
H 0.3891 -1.4253 1.6614
O -1.4169 -1.9871 0.7988
H -2.1510 -2.3196 0.2822
H -1.6789 -1.0999 1.0445
O -1.2485 0.8433 1.1936
H -1.6665 1.2115 0.4152
H -0.3905 1.2662 1.2280
O -1.6987 2.3979 -1.3193
H -0.9952 2.8485 -1.7865
H -2.2989 3.0962 -1.0579
O -4.1669 1.4812 -2.0249
H -4.2929 2.3235 -2.4617
H -3.2251 1.4346 -1.8605
O 0.9266 3.2824 3.1357
H 1.4398 2.7455 3.7395
H 1.1792 2.9732 2.2657
O 1.7333 2.2777 0.4406
H 2.5742 2.3229 0.8957
H 1.9645 2.2372 -0.4874
O -3.4300 0.6677 2.8527
H -2.5606 0.5971 2.4584
H -3.4612 1.5561 3.2076
*
```

Atomic partial charges in e from the natural (NBO) method, atoms 1 to 2: C -0.63; C -0.06

***

Which structure loses on stability? a does.

***

a | Here is a gas-phase ion, C6H8N (charge +1) from OMol25. Energies are from ωB97M-V/def2-TZVPD.

The gap between HOMO and LUMO is 0.30123 Eh. The calculation puts the LUMO energy at -5.9 eV.

```
! wB97M-V def2-TZVPD RIJCOSX def2/J DEFGRID3
* xyz 1 1
C 1.7118 -1.5273 0.7343
C 1.4593 -0.4871 0.1928
C -0.5712 0.7270 0.2471
C -1.4323 -0.1955 0.1944
C 1.0439 0.6939 -0.3909
C -2.2862 -1.1216 -0.3400
N 1.7080 1.8047 -0.0096
H -0.8273 1.5000 0.9433
H 1.8446 -2.5382 0.8967
H 0.9298 0.5932 -1.5401
H -2.9691 -1.6454 0.3126
H -2.9470 -0.5103 -0.9316
H -1.4935 -1.7929 -0.8206
H 1.7684 2.5966 -0.4918
H 2.0610 1.9031 1.0034
*
```

Atomic partial charges in e from the natural (NBO) method, atoms 1 to 2: C -0.09; C -0.11

***

b | Here is 2 unconnected molecules or ions with the total composition C6H8N from OMol25. Energies are from ωB97M-V/def2-TZVPD.

The gap between HOMO and LUMO is 0.28396 Eh. The calculation puts the LUMO energy at -5.7 eV.

```
! wB97M-V def2-TZVPD RIJCOSX def2/J DEFGRID3
* xyz 1 1
C -3.7613 0.4394 -0.3446
C -3.5977 -0.2536 0.6561
C 1.9622 -1.1674 1.1209
C 2.8304 -0.3976 0.2285
C 0.1937 1.2291 -0.9222
C 0.2958 -0.0670 -0.4600
N 1.3497 -0.4671 0.2460
H -3.6670 1.0055 -1.2175
H 1.7518 -1.7336 2.0004
H -3.4631 -0.6822 1.5809
H 3.2493 0.4656 0.5664
H 3.2708 -0.9190 -0.6109
H 0.8570 1.9884 -0.7873
H -0.8382 1.4236 -1.4098
H -0.4333 -0.8641 -0.6469
*
```

Atomic partial charges in e from the natural (NBO) method, atoms 1 to 2: C -0.23; C -0.23

***

Which structure loses on stability? b does.

***

a | Here is 2 unconnected molecules or ions with the total composition C5H5NO2 from OMol25. Energies are from ωB97M-V/def2-TZVPD.

The gap between HOMO and LUMO is 0.35962 Eh. As for the SMILES: O=c1cc1.CN=C=O. The calculation puts the LUMO energy at 0.8 eV.

```
! wB97M-V def2-TZVPD RIJCOSX def2/J DEFGRID3
* xyz 0 1
O 1.6643 0.0759 -0.7571
C 1.7159 -0.5477 0.2323
C 2.1825 -0.6220 1.6668
C 1.2854 -1.5272 1.1785
H 2.7387 -0.3329 2.5646
H 0.6831 -2.3901 1.2800
C -1.6809 1.2559 -1.6507
N -1.4722 0.6565 -0.3878
C -1.1354 -0.0136 0.5121
O -0.9193 -0.7095 1.3948
H -1.3914 0.5542 -2.5879
H -0.9342 2.0768 -1.7821
H -2.7365 1.5235 -1.6633
*
```

Atomic partial charges in e from the natural (NBO) method, atoms 1 to 2: O -0.58; C 0.53

***

b | Here is a molecular structure, C5H5NO2 from OMol25. Energies are from ωB97M-V/def2-TZVPD.

The gap between HOMO and LUMO is 0.32802 Eh. The calculation puts the LUMO energy at 0.0 eV.

```
! wB97M-V def2-TZVPD RIJCOSX def2/J DEFGRID3
* xyz 0 1
C 1.5296 -0.3959 0.0355
C -0.4976 1.2097 0.0185
C -1.4469 0.2869 0.2513
C -0.6844 -0.9454 0.6189
C 0.2269 -1.1074 -0.4466
H 1.4189 1.7835 -0.8458
H -0.8078 2.3043 -0.3622
H -2.3924 0.5447 0.3341
H -0.4032 -0.9031 1.7794
H 0.0609 -0.8636 -1.5606
N 0.8123 0.9493 -0.0210
O 2.7053 -0.5757 0.3689
O -0.5214 -2.2872 -0.1703
*
```

Atomic partial charges in e from the natural (NBO) method, atoms 1 to 2: C 0.69; C 0.03

***

c | Here is a single C5H5NO2 molecule from OMol25. Energies are from ωB97M-V/def2-TZVPD.

The gap between HOMO and LUMO is 0.28538 Eh. As for the SMILES: CC1=C([N+](=O)[O-])C=C1. The calculation puts the LUMO energy at -1.0 eV.

```
! wB97M-V def2-TZVPD RIJCOSX def2/J DEFGRID3
* xyz 0 1
C -0.8256 -0.0605 -1.0577
C -0.0417 0.1324 0.1505
C -0.0100 1.4077 1.3421
N -0.6247 2.6321 1.5196
O -0.3323 3.2705 2.5196
O -1.4100 2.9956 0.6568
C 0.9765 0.6850 1.9017
C 0.9499 -0.3961 0.8767
H -1.8554 0.2572 -0.8960
H -0.7903 -1.1003 -1.3740
H -0.4234 0.5623 -1.8589
H 1.5826 0.8267 2.7794
H 1.5533 -1.2785 0.7703
*
```

Atomic partial charges in e from the natural (NBO) method, atoms 1 to 2: C -0.69; C 0.15

***

Which structure loses on stability? c does.